One molecule with the formula C5H6N3OPS in a non-equilibrium geometry, computed with wB97M-V/def2-TZVPD.

Structure (XYZ):
```
17
Properties=species:S:1:pos:R:3:forces:R:3:nbo_charge:R:1
C -1.795 -1.107 -0.001 -3.455 1.817 -1.536 -0.60
C -0.535 -0.336 -0.198 -1.074 -0.444 -0.145 -0.26
C 0.526 -1.176 -0.712 1.440 1.298 1.137 0.21
N 1.724 -0.702 -0.887 -3.594 -0.612 -0.076 -0.92
P 3.238 -1.027 -0.733 3.376 -0.667 0.248 0.91
S 3.665 -1.162 1.163 -0.163 -0.371 -0.399 -0.53
C -0.520 1.032 0.097 1.067 -0.486 -2.188 0.46
N -1.676 1.842 0.257 2.523 -3.197 -1.185 -0.76
N 0.662 1.738 -0.071 -2.101 0.165 0.174 -0.59
C 1.844 1.556 0.102 -1.611 0.849 0.364 0.93
O 2.932 1.757 0.361 2.456 -0.007 0.050 -0.45
H -2.578 -0.469 0.561 1.062 -1.480 -0.678 0.18
H -1.711 -2.033 0.462 0.613 -1.438 1.527 0.22
H -2.357 -1.463 -0.951 0.963 1.135 0.946 0.22
H 0.378 -2.299 -0.798 -0.152 1.423 0.034 0.20
H -2.346 1.196 0.604 -1.263 0.526 0.580 0.38
H -1.450 2.654 0.745 -0.087 1.489 1.149 0.40
```
Forces are in eV/Å.

Summary:
SMILES ... CC(/C=N/P=S)=C(\N)N=C=O
Total charge ... 0
M ... 187.2 g mol⁻¹
E_LUMO ... -0.0235 hartree
HOMO ... -8.323 eV
Largest force on an atom ... 4.24 eV/A
ΔE to the lowest compared entry with this formula, charge and spin ... 0.8701 eV
2S+1 ... 1